No. 1
DFT (ωB97M-V/def2-TZVPD) results for a structure of composition H3O4PS in a non-equilibrium geometry.

Geometry as XYZ:
```
9
H3O4PS ωB97M-V/def2-TZVPD
O -1.7514 1.0231 -0.9436
O 0.4583 -1.0849 1.3389
O 0.0915 -0.7443 -1.1533
O 2.3181 0.0721 0.0225
P 0.8675 -0.1549 0.0883
S -0.2098 1.6639 0.5587
H 1.3214 -1.2133 1.7269
H -0.6824 -0.0932 -1.2736
H -2.4132 0.5315 -0.3649
```

Computed properties:
Energy relative to the best compared isomer or geometry (same formula, charge and spin) = 28.2 kcal/mol
Largest force on an atom = 3.99 eV/Å
Frontier orbital gap = 7.87 eV
E_HOMO = -10.89 eV

No. 2
DFT (ωB97M-V/def2-TZVPD) results for a cluster of 2 separate species, H3O4PSi in total in a non-equilibrium geometry.

Geometry as XYZ:
```
9
H3O4PSi ωB97M-V/def2-TZVPD
O 2.3694 -1.5945 0.8765
O 2.1058 0.9241 0.4072
O 2.6126 -0.7778 -1.5230
O -0.6701 -0.6623 -0.5532
Si -1.5778 0.3342 0.1181
P 2.2500 -0.4762 -0.1040
H -1.6681 1.4542 1.1009
H -2.4305 1.1166 -0.8655
H -2.9913 -0.3183 0.5430
```

Computed properties:
Energy relative to the best compared isomer or geometry (same formula, charge and spin) = 17.4 kcal/mol
Net charge = -2
Largest force on an atom = 5.13 eV/Å
Frontier orbital gap = 7.97 eV
E_HOMO = -0.93 eV

No. 3
DFT (ωB97M-V/def2-TZVPD) results for a cluster of 2 separate species, H3O4PSi in total in a non-equilibrium geometry.

Geometry as XYZ:
```
9
H3O4PSi ωB97M-V/def2-TZVPD
O 0.0691 2.2502 -0.2964
O -0.9007 0.6185 -1.9182
O 1.3774 0.1366 -1.0097
O -1.6023 0.0347 2.0829
Si -0.8311 -0.4315 0.8634
P -0.0322 0.7934 -0.7343
H 1.7065 -0.3034 -0.1496
H -1.3039 -1.6730 0.1399
H 1.5172 -1.4256 1.0221
```

Computed properties:
Energy relative to the best compared isomer or geometry (same formula, charge and spin) = 38.6 kcal/mol
Net charge = -2
Largest force on an atom = 3.77 eV/Å
Frontier orbital gap = 7.25 eV
E_HOMO = -0.10 eV

| no. | E (eV) |
| --- | --- |
| 1 | -28362.9355 |
| 2 | -25406.5983 |
| 3 | -25405.6792 |